The following is a DFT calculation (ωB97M-V/def2-TZVPD) of a cluster of 3 separate species, C15H32Cl4IN3O4 in total.

The net charge is 0. The SMILES is CCCN[C@@](C[C@@H](O)CN)(OC)[C@@H](CC(=O)O)NI.ClCCCl.ClCCCl. The largest force on an atom is 2.8 eV/A. For the calculated total energy, the calculation gives -86924.43124 eV. Its spin multiplicity is 1. The calculation puts the frontier orbital gap at 8.951 eV.

The geometry in XYZ format:
```
59
Properties=species:S:1:pos:R:3:forces:R:3
C 0.6163 -1.2479 3.4078 -0.12 -0.87 0.35
C 0.6712 -2.3686 2.3819 -0.51 0.66 -0.90
C 1.5549 -2.0640 1.1559 -1.19 -0.26 1.27
N 1.0854 -0.8269 0.5628 0.80 0.08 -0.38
C 1.8919 -0.3168 -0.5476 -1.08 -0.43 0.19
C 1.1537 0.9337 -1.0302 0.73 0.08 -0.29
C 1.8224 1.8045 -2.0863 -0.48 1.04 0.14
O 0.8722 2.8597 -2.3800 0.16 0.02 0.16
C 3.1312 2.4690 -1.6826 0.63 -0.12 -0.81
N 4.3247 1.6853 -2.0742 -0.15 0.16 0.61
O 3.2103 -0.1082 -0.0898 0.00 0.28 -0.01
C 3.3435 0.6785 1.0763 0.26 0.24 0.26
C 2.0326 -1.3707 -1.6568 0.43 -0.15 -0.81
C 0.6938 -1.9210 -2.1942 1.09 -0.13 -0.64
C 0.0529 -1.1497 -3.3149 0.91 -0.36 0.68
O -1.0141 -0.6550 -3.1898 -2.63 1.03 0.38
O 0.6871 -1.0734 -4.4735 0.58 -0.72 -0.80
N 2.8412 -0.8354 -2.7678 0.14 -0.32 -0.13
I 3.7386 -2.3670 -3.8379 -0.05 0.24 0.10
H 1.5727 -1.1576 3.9082 0.30 0.36 0.05
H 0.2731 -0.3090 3.0019 0.16 0.26 -0.22
H -0.0981 -1.5448 4.1683 -0.16 0.06 0.29
H 0.9416 -3.3155 2.8251 0.29 -0.25 0.21
H -0.3384 -2.5095 1.9904 -0.23 -0.12 0.02
H 2.5547 -1.9423 1.5413 0.58 0.05 -0.37
H 1.4725 -2.9411 0.5130 0.36 -0.07 -0.31
H 0.1161 -0.8770 0.2841 -0.18 -0.02 0.15
H 0.1819 0.6661 -1.4245 -0.25 -0.30 -0.08
H 0.9402 1.5615 -0.1717 0.07 0.19 0.30
H 1.9958 1.3159 -3.0341 -0.09 -0.37 -0.05
H 1.0828 3.5979 -1.7933 -0.22 -0.08 -0.10
H 3.1539 2.7676 -0.6405 -0.11 -0.15 0.38
H 3.1773 3.3970 -2.2446 -0.14 0.22 -0.17
H 4.9269 2.2510 -2.6532 0.10 -0.01 -0.03
H 4.8418 1.4437 -1.2387 0.14 -0.17 -0.13
H 2.4332 1.1690 1.3939 -0.34 -0.01 -0.11
H 3.6931 0.0876 1.9164 0.01 -0.35 0.10
H 4.0928 1.4482 0.9128 0.19 0.13 -0.18
H 2.5801 -2.2248 -1.2779 -0.07 -0.16 0.76
H 0.9173 -2.9018 -2.6049 0.09 -0.24 -0.14
H -0.0380 -2.0889 -1.4251 -0.29 0.20 0.31
H 0.0079 -0.8274 -5.1214 0.17 0.31 0.04
H 3.6399 -0.3215 -2.3907 -0.12 0.10 0.00
Cl -5.9941 0.0608 -1.3325 -0.03 -0.01 0.04
C -4.7545 1.3179 -1.0794 0.02 0.11 0.03
C -3.3752 0.7338 -0.9213 0.14 0.06 -0.31
Cl -3.1897 -0.1797 0.5932 0.04 -0.12 0.23
H -5.0432 1.9011 -0.2078 -0.02 -0.06 0.03
H -4.7769 1.9675 -1.9524 0.04 -0.05 -0.03
H -2.6366 1.5342 -0.9001 -0.04 0.02 0.01
H -3.1239 0.0589 -1.7361 -0.02 0.01 0.00
Cl -3.5867 -0.2078 5.0142 0.04 0.01 0.02
C -5.3371 -0.3546 4.7133 -0.07 -0.09 -0.01
C -5.8163 0.6197 3.6676 -0.07 -0.08 -0.11
Cl -5.7480 2.3080 4.2366 0.02 0.02 -0.01
H -5.8528 -0.2134 5.6599 0.04 0.08 0.00
H -5.5159 -1.3731 4.3721 0.02 0.02 -0.06
H -6.8559 0.4094 3.4208 -0.01 0.00 0.05
H -5.2241 0.5472 2.7580 0.06 0.03 0.04
```
Forces are in eV/Å.